DFT (ωB97M-V/def2-TZVPD) results for an isolated molecule of C7H14N2O2 at a distorted geometry.

Output
relative energy (zero: lowest compared OMol25 entry of this formula, charge and spin): 1.27 kcal/mol
SMILES: C[C@H]1C(=O)N(C)N(C)[C@@]1(C)O
HOMO energy: -8.20 eV

Structure (XYZ):
```
25
Properties=species:S:1:pos:R:3:forces:R:3
C 0.20007 2.53465 0.71148 -0.025 -0.059 -0.221
C 0.10780 1.42015 -0.32983 0.035 -0.041 0.161
C 1.40270 0.61889 -0.30041 -0.309 0.072 -0.233
O 2.50987 1.02845 -0.58482 0.290 0.307 -0.020
N 1.13742 -0.61924 0.14487 -0.090 -0.422 -0.332
C 2.15687 -1.57146 0.49295 0.060 0.026 -0.024
N -0.20729 -0.87721 0.50278 -1.088 1.984 -0.235
C -0.68296 -2.15601 0.02008 0.196 0.009 -0.050
C -1.01795 0.39957 -0.06983 1.309 -1.738 0.332
C -1.78547 0.08914 -1.34618 0.138 0.081 0.483
O -1.93357 0.73851 0.90689 -0.449 0.198 0.093
H 0.46110 2.13307 1.68940 0.007 0.017 0.142
H -0.74443 3.06898 0.78033 -0.036 0.042 0.053
H 0.97918 3.23150 0.41431 0.081 0.018 0.048
H -0.01479 1.87263 -1.31776 0.049 -0.103 0.069
H 2.03437 -1.89621 1.52744 -0.030 0.000 0.030
H 2.12905 -2.44068 -0.16810 0.045 -0.001 0.070
H 3.11087 -1.06110 0.37525 -0.009 -0.064 -0.006
H -0.14076 -2.94562 0.53964 -0.082 -0.078 -0.017
H -1.73392 -2.23075 0.28530 -0.036 -0.074 0.013
H -0.55938 -2.29498 -1.05961 -0.014 -0.037 -0.071
H -2.52447 -0.68386 -1.17011 -0.100 -0.108 -0.050
H -1.10582 -0.21327 -2.13836 0.052 -0.044 -0.075
H -2.30603 0.99247 -1.65116 -0.030 0.115 -0.072
H -1.47246 0.86238 1.74545 0.036 -0.101 -0.087
```
Positions in Å, forces in eV/Å.



DFT (ωB97M-V/def2-TZVPD) results for an isolated molecule of C7H14N2O2 at a distorted geometry.

Output
relative energy (zero: lowest compared OMol25 entry of this formula, charge and spin): 88.85 kcal/mol
SMILES: CCCN(C)C(=O)/C=[N+](/C)[O-]
HOMO energy (alpha / beta): -8.73 / -8.73 eV

Structure (XYZ):
```
25
Properties=species:S:1:pos:R:3:forces:R:3
C -2.23587 0.22674 -1.73432 -3.303 1.119 1.850
C -2.88063 0.14274 -0.27680 -0.619 0.679 -1.369
C -2.06884 -0.65938 0.66773 0.864 -2.082 -0.644
N -0.66112 -0.31507 0.73525 -0.270 0.589 1.102
C -0.33888 0.87931 1.50558 1.137 1.549 -1.139
C 0.20781 -1.02477 0.01325 3.899 0.941 -0.275
O -0.01628 -1.96324 -0.70949 -0.314 -0.171 0.197
C 1.93519 -0.67858 0.16410 -3.303 -2.233 -0.319
N 2.62803 0.27432 -0.38831 -0.693 -1.191 -0.267
C 4.04157 0.16508 -0.10917 3.023 0.813 2.626
O 2.20519 1.21714 -1.11360 -0.112 0.409 0.630
H -1.46974 -0.48252 -1.70870 0.906 -1.173 -0.973
H -3.17101 0.02395 -2.30744 1.507 -0.110 -0.603
H -1.87038 1.21805 -1.95659 0.179 0.170 -0.117
H -3.87426 -0.39984 -0.41321 1.059 1.006 0.622
H -3.01415 1.12947 0.25709 -0.313 -0.726 -1.104
H -2.51979 -0.43564 1.58034 -0.320 -0.293 2.105
H -2.05224 -1.75206 0.47673 -0.546 0.606 -0.007
H -1.21330 1.57020 1.51901 0.603 -0.612 -0.129
H 0.06645 0.84899 2.53881 -0.451 -0.954 -0.498
H 0.45111 1.36314 0.88918 -0.447 0.257 0.608
H 2.42578 -1.69706 0.31630 -0.347 1.869 0.323
H 4.23606 0.31151 1.07267 -0.467 -0.066 -2.868
H 4.47579 -0.79695 -0.33739 -0.548 -0.630 -0.064
H 4.71352 0.83445 -0.68103 -1.123 0.235 0.316
```
Positions in Å, forces in eV/Å.



DFT (ωB97M-V/def2-TZVPD) results for a structure of composition C7H14N2O2S at a distorted geometry.

Output
2S+1: 3
HOMO energy (alpha / beta): -4.41 / -10.34 eV

Structure (XYZ):
```
26
Properties=species:S:1:pos:R:3:forces:R:3
C -1.26908 -1.36228 -1.87704 -0.807 -0.625 1.510
C 1.91067 0.94104 -1.26183 3.020 2.059 -0.897
C 1.51162 1.93083 1.21283 1.722 0.161 -3.753
C 1.68677 -0.53384 0.69388 -0.186 0.527 0.067
C -2.91962 0.33780 0.17891 0.905 1.225 0.028
C -1.38925 -2.22846 -0.54524 3.807 -4.064 -7.001
C 1.22224 0.82120 0.11133 -0.469 0.019 -0.083
N -1.23465 -0.94956 -2.95736 0.130 -0.241 0.457
N -0.20876 0.61414 -0.18740 3.637 4.236 -1.419
O -1.56342 -1.72083 0.57122 -2.867 -0.928 6.841
O -1.17358 -0.30716 2.19029 0.734 1.843 2.080
S -1.25588 -0.17857 0.76840 -2.864 1.803 -1.194
H 1.71291 0.28702 -2.13333 -1.145 -0.025 0.967
H 1.87575 2.01888 -1.70370 0.178 -1.778 0.914
H 3.03771 0.61131 -1.11483 -1.873 1.258 0.033
H 1.14473 1.54021 2.07926 -1.004 -0.449 2.614
H 1.25352 2.92670 0.94864 -1.677 0.720 -0.200
H 2.57680 2.18302 1.25474 0.348 -1.226 0.254
H 1.92979 -1.04830 -0.25029 0.295 -0.836 1.206
H 2.46506 -0.40675 1.48396 -0.224 -0.355 -1.076
H 0.78938 -0.89550 1.18869 0.688 -0.979 0.235
H -3.34618 0.06956 1.15387 -1.033 0.289 -0.498
H -3.08470 1.45766 -0.13717 0.500 -2.331 0.737
H -3.16480 -0.40427 -0.63745 -0.034 1.182 0.929
H -2.12744 -2.97117 -0.56699 -1.109 -1.399 -1.615
H -0.37962 -2.73266 -0.46340 -0.673 -0.085 -1.136
```
Positions in Å, forces in eV/Å.



DFT (ωB97M-V/def2-TZVPD) results for a structure of composition C7H14N2O4 at a distorted geometry.

Output
relative energy (zero: lowest compared OMol25 entry of this formula, charge and spin): 188.90 kcal/mol
HOMO energy: -10.01 eV

Structure (XYZ):
```
27
Properties=species:S:1:pos:R:3:forces:R:3
C 1.03536 -0.09853 0.42828 3.949 0.784 -0.136
C 0.64897 1.15872 -0.24923 -2.097 -0.094 -3.306
C 2.68315 0.00989 0.33581 0.382 -1.086 2.043
C 3.32429 -1.02495 1.30633 -0.214 -3.016 1.684
C -1.60238 0.49495 0.35529 0.762 -1.030 0.280
C -2.62190 -0.67001 -0.11725 -6.492 -2.546 0.653
C -2.38377 1.53860 0.96558 -5.189 3.406 3.241
H 0.53662 -1.78553 0.64770 -0.544 -1.632 -1.361
H 1.15633 -1.57705 -0.96007 -1.874 0.630 1.907
H 0.90566 -0.29832 1.46588 -0.293 1.113 1.035
H 2.95378 0.99693 0.89122 -0.388 -1.137 -2.060
H 2.99520 0.65281 -1.46714 0.751 -3.542 1.177
H 4.51678 -0.59679 2.03953 -3.958 -1.635 -2.743
H 3.41168 -2.04599 0.54917 0.514 2.642 2.715
H 2.38835 -1.44762 2.29077 3.125 1.464 -2.919
H -1.13703 1.87222 -1.10353 -1.192 2.907 -2.494
H -0.81118 0.19832 1.07339 -1.761 -0.883 -0.027
H -2.85046 1.38257 2.14361 1.155 -0.144 -3.627
H -1.67924 2.45762 1.14253 -1.821 -1.391 -0.702
H -3.44990 1.68478 0.18666 3.366 0.278 2.647
H -1.31096 -1.59122 -1.19492 -2.362 -0.512 0.679
N 0.41400 -1.23322 -0.20880 2.769 -1.676 -1.189
N -0.73316 1.24138 -0.53882 3.566 -3.873 2.042
O 1.52540 1.72218 -0.88756 -1.176 1.573 0.195
O 3.21414 -0.31483 -1.02116 -1.805 4.852 1.112
O -3.89490 -0.73089 0.31610 7.625 1.262 -1.963
O -2.33137 -1.72794 -0.98492 3.203 3.286 1.118
```
Positions in Å, forces in eV/Å.



DFT (ωB97M-V/def2-TZVPD) results for a structure of composition C7H14N3 at a distorted geometry.

Output
total charge: +1
relative energy (zero: lowest compared OMol25 entry of this formula, charge and spin): 203.76 kcal/mol
HOMO energy: -12.39 eV

Structure (XYZ):
```
24
Properties=species:S:1:pos:R:3:forces:R:3
C -0.19920 -2.41703 0.44516 0.538 0.195 4.596
C 0.54641 -1.50970 -0.17745 -0.427 0.191 -2.529
C -2.56826 -0.12482 2.00947 -0.903 1.810 0.682
C -3.10048 0.25129 0.67705 -1.606 1.296 -0.456
C -1.75504 0.66255 1.06396 0.724 -0.071 0.237
C -0.56616 0.82455 0.68108 1.414 2.075 -0.183
C 1.47991 2.05675 0.19783 0.628 2.235 -3.245
N 0.66527 0.92565 0.32839 -4.758 -2.853 0.863
N 2.39377 0.11684 -2.40169 -2.357 0.809 1.163
N 1.20270 -0.30153 0.01362 3.743 1.099 -2.158
H -0.17360 -3.32727 -0.14616 -0.969 -0.229 0.628
H 0.72809 -1.71840 -1.28260 -0.224 -0.599 1.439
H -2.91846 0.21706 2.98527 -0.189 0.542 -0.658
H -2.24455 -1.06847 2.05819 1.393 -3.514 0.374
H -3.11042 -0.44210 -0.19291 -0.508 0.521 0.959
H -3.84564 1.08370 0.81653 0.665 -1.002 -0.942
H -0.45138 -2.44035 1.86660 0.778 0.095 -5.051
H 1.59680 2.60904 -0.84941 -1.075 -1.745 1.469
H 1.01576 2.78822 0.77399 0.074 1.405 1.519
H 2.48430 1.78289 0.33385 1.240 -0.208 1.258
H 3.17283 -0.25939 -2.79777 3.465 -0.400 -1.212
H 1.78455 -0.65078 -2.60505 -1.210 -0.101 -0.452
H 2.08134 0.95768 -2.87450 0.126 -0.288 -0.303
H 1.78144 -0.01638 -0.92346 -0.563 -1.264 2.002
```
Positions in Å, forces in eV/Å.



DFT (ωB97M-V/def2-TZVPD) results for the ion C7H14N3O with charge +1 at a distorted geometry.

Output
total charge: +1
relative energy (zero: lowest compared OMol25 entry of this formula, charge and spin): 72.83 kcal/mol
HOMO energy (alpha / beta): -12.21 / -12.20 eV

Structure (XYZ):
```
25
Properties=species:S:1:pos:R:3:forces:R:3
C -1.30923 -1.57970 -1.38871 -0.585 -0.374 0.129
C -1.14806 -1.49433 1.06633 0.061 0.135 -0.079
C -2.09944 -1.46345 -0.03706 0.030 0.256 0.331
C 0.31524 0.09720 0.20097 -1.572 -1.227 -2.710
C -0.34174 2.29307 1.21763 -0.060 -0.146 -0.291
C 2.41224 -1.11963 -0.30024 0.286 -0.904 -0.193
C -0.35259 1.43665 -0.05929 -0.283 0.183 0.620
N -0.28582 -0.99630 -1.70440 1.466 1.534 1.375
N -0.04287 -0.82964 1.06990 0.377 0.023 0.789
N 1.76309 0.18050 -0.05789 0.136 0.449 -0.156
O 0.39786 2.04840 -1.09014 0.012 0.021 -0.080
H -1.80935 -2.26157 -2.07187 -0.041 -0.072 -0.285
H -1.24341 -2.23569 1.84884 -0.102 -0.062 0.073
H -2.60110 -0.49830 -0.13807 -0.100 -0.088 0.037
H -2.84455 -2.25205 0.03525 0.034 0.090 0.021
H -0.83124 1.77166 2.03633 -0.051 -0.034 0.071
H -0.86982 3.22662 1.03379 -0.005 0.035 0.002
H 0.67832 2.53634 1.50687 0.103 0.025 0.057
H 1.93602 -1.58399 -1.16342 0.037 0.162 0.123
H 3.47222 -0.97631 -0.49484 -0.034 0.167 0.049
H 2.27937 -1.75986 0.56997 -0.011 0.162 -0.018
H -1.39003 1.27857 -0.37161 0.180 -0.148 0.003
H 1.81142 0.79738 -0.89267 0.151 -0.166 0.296
H 2.23022 0.66320 0.72094 -0.088 0.005 -0.149
H -0.12674 2.72125 -1.53660 0.061 -0.025 -0.014
```
Positions in Å, forces in eV/Å.